(1)
17
Properties=species:S:1:pos:R:3:forces:R:3:lowdin_charge:R:1 method="wB97M-V/def2-TZVPD" total_energy_ev=-8872.0518 homo_energy_ev="-11.98 / -11.98" total_charge=+1 de_lowest_kcal_mol=150.55
C -4.5153 0.4978 0.2984 -3.8 1.9 -3.4 0.001
C -2.5669 -0.9108 -0.0714 1.2 3.2 -0.7 0.097
C 3.1589 0.1270 0.1097 -1.3 -1.5 4.7 -0.031
C -0.1791 0.8135 -0.3042 -0.3 -1.7 -3.6 0.088
C 1.8348 -0.5954 0.3435 -1.5 -0.7 0.5 -0.114
N -3.5897 -0.2720 0.0358 1.3 -1.6 0.3 -0.096
O 0.7477 0.4200 0.3969 -0.3 1.4 2.3 -0.057
H -5.3141 0.8672 -0.4958 2.1 -1.1 1.3 0.143
H -4.7146 0.9226 1.2159 0.1 0.4 2.2 0.059
H -2.3350 -1.9066 -0.0346 -0.3 -2.5 0.3 0.034
H 3.2726 0.7860 1.0567 0.8 -1.4 -1.6 0.139
H 3.8504 -0.6603 -0.1466 0.8 -0.1 0.9 0.097
H 3.1833 0.7090 -0.7021 -0.5 2.4 -3.2 0.034
H -0.9777 1.4172 0.1301 0.4 0.2 -0.1 0.113
H -0.1530 0.5212 -1.4511 -0.4 0.7 2.2 0.166
H 1.6061 -1.0532 1.4359 1.2 0.7 -2.8 0.195
H 1.4652 -1.2294 -0.4900 0.7 -0.2 0.6 0.133


(2)
31
Properties=species:S:1:pos:R:3:forces:R:3:mulliken_spin:R:1 method="wB97M-V/def2-TZVPD" total_energy_ev=-22454.8137 s2=2.0124 multiplicity=3 homo_energy_ev="-9.68 / -13.52" total_charge=+1
C -0.0857 1.4719 1.8114 -3.9 -0.5 -3.2 0.476
C -0.0029 -0.7184 -0.1704 0.4 0.1 -2.5 0.714
C -1.4272 3.6250 2.1667 0.6 -2.1 -0.5 0.031
C 2.1594 0.5709 -2.1302 -2.2 0.2 -2.5 0.003
C -0.3225 -0.7704 -2.5459 -3.2 -0.5 -0.8 0.032
C 0.9361 -3.2666 -0.3328 0.9 -0.8 0.3 0.021
C -0.8844 -2.3072 1.9560 -0.7 -3.2 -0.5 0.068
C -1.4135 2.0966 1.9638 -0.9 -0.5 0.8 0.184
C 0.8654 1.0163 -1.5083 2.1 0.3 -1.1 0.024
N 0.1568 -0.1834 -1.3593 -1.8 -1.6 4.4 -0.003
O 0.9479 1.3948 2.2685 3.9 0.2 2.3 0.241
P -0.6538 -2.3910 0.0749 0.4 0.3 1.3 0.214
H -0.6166 4.0332 1.5951 0.0 0.9 -0.2 0.000
H -1.3251 3.7480 3.1966 0.6 0.8 1.6 0.000
H -2.4125 3.8940 1.9261 -1.0 1.1 -0.7 0.001
H 2.6745 1.2726 -2.6808 1.1 2.3 -0.7 0.001
H 2.8218 0.1337 -1.5112 2.0 -1.8 2.2 -0.003
H 1.8563 -0.0717 -2.9764 0.6 -0.3 0.7 0.002
H -0.2679 -1.8270 -2.5550 1.1 -1.0 -0.2 0.002
H 0.1150 -0.2598 -3.3569 0.3 0.0 -1.1 0.000
H -1.4294 -0.7025 -2.6264 0.4 0.7 0.1 -0.003
H 1.1647 -3.0644 -1.4324 -0.3 -0.5 1.4 -0.002
H 0.6575 -4.3957 -0.1874 1.0 2.0 -0.3 0.004
H 1.8701 -2.9224 0.2953 -2.0 -0.9 -1.1 0.002
H 0.0799 -2.3126 2.4596 -0.1 0.5 0.1 0.003
H -1.4543 -3.2787 2.3573 1.1 2.2 -1.1 -0.004
H -1.5134 -1.4437 2.0744 -0.1 0.4 0.5 -0.012
H -2.0656 1.8112 1.0738 0.8 0.0 1.4 0.032
H -1.7297 1.6204 2.9546 -0.3 0.3 -1.4 -0.014
H 0.3939 1.6708 -2.1755 -1.2 0.7 -1.2 -0.008
H 0.9053 1.5560 -0.6253 0.5 0.6 2.0 -0.006


(3)
33
Properties=species:S:1:pos:R:3:forces:R:3:mulliken_spin:R:1 method="wB97M-V/def2-TZVPD" total_energy_ev=-25581.0063 s2=1.7220 multiplicity=2 homo_energy_ev="-14.29 / -14.23" total_charge=+1 de_lowest_kcal_mol=0.66
Tl -0.5104 -0.8684 -0.9241 -0.1 0.1 0.4 0.028
B 1.9546 -1.3384 -2.8911 -1.1 0.2 0.0 -0.438
H 1.2823 -0.5735 -3.2475 -3.3 3.3 0.3 -0.057
H 2.5338 -0.9229 -2.0811 3.5 3.0 2.1 -0.166
H 1.3629 -2.1882 -2.5880 -2.9 -3.9 -0.5 -0.111
H 2.6286 -1.6949 -3.6545 3.9 -2.7 -1.8 -0.195
B 1.2632 -2.9911 0.1985 -1.5 3.0 2.0 0.428
H 1.6885 -2.0140 0.0290 2.2 3.8 0.8 0.017
H 0.3788 -2.9331 0.8139 -3.8 0.5 1.2 0.017
H 1.0263 -3.3896 -0.7758 -1.0 -4.2 -3.9 0.237
H 2.0463 -3.6424 0.5547 4.3 -3.3 -0.3 0.250
B -2.0686 0.8490 -2.9417 -0.3 -5.5 -1.8 0.430
H -1.6307 1.5352 -2.2335 1.6 5.0 2.9 0.328
H -2.6581 1.5306 -3.5351 -2.5 4.5 -1.2 0.240
H -1.2285 0.4801 -3.5095 3.2 -1.4 -1.6 -0.016
H -2.6121 0.0668 -2.4349 -2.0 -2.5 1.7 -0.024
C -0.2415 -0.3609 4.9680 0.5 1.4 2.8 0.000
C -1.7275 -0.4921 5.1254 1.5 -4.8 1.7 0.000
O -2.0350 -1.3360 3.9987 -2.7 -0.2 2.1 0.000
C -1.2059 -1.0564 3.0810 2.9 0.0 -2.1 -0.005
O -1.2973 -1.3579 1.9188 0.1 0.5 0.1 -0.001
O -0.0966 -0.4585 3.6254 0.4 0.0 -3.2 0.002
F -2.2972 0.6255 4.9755 -2.1 3.9 -0.6 0.000
H 0.4980 -0.9353 5.5259 -0.6 -1.1 -0.1 0.000
H -0.0163 0.6187 5.3896 0.1 0.6 -0.7 0.000
H -2.0807 -0.9844 6.0315 0.0 -0.2 -0.1 0.000
C 0.3071 3.9519 -2.3360 -0.5 -1.5 0.7 0.005
N 1.2846 2.7563 -2.1220 -1.5 -1.1 0.8 -0.001
O 2.4328 2.9192 -2.3121 1.4 0.8 -0.6 0.001
O 0.8653 1.6603 -1.6414 -0.7 1.8 -0.7 0.037
H 0.2798 4.4181 -1.3512 0.3 0.3 -0.2 0.000
H -0.6798 3.5148 -2.4881 0.2 0.0 -0.1 -0.005
H 0.5532 4.6112 -3.1684 0.6 -0.3 0.3 0.000


(4)
15
Properties=species:S:1:pos:R:3:forces:R:3:lowdin_charge:R:1 method="wB97M-V/def2-TZVPD" total_energy_ev=-8289.9513 homo_energy_ev="-7.81 / -7.81" de_lowest_kcal_mol=116.34
C -2.5072 -0.3818 -0.2074 -0.3 0.2 0.1 -0.064
N -1.3227 0.1433 0.3464 0.1 0.0 0.0 -0.260
C -0.2626 -0.6895 -0.0543 0.1 0.2 0.2 -0.154
C 0.8921 0.1750 0.0320 -0.1 0.0 0.0 -0.248
C 2.3039 -0.1580 -0.3179 0.1 0.0 0.0 -0.056
C 0.3956 1.3167 0.6271 0.2 0.0 0.0 -0.094
N -0.9631 1.3101 0.7897 0.0 -0.2 -0.1 0.101
H -1.2120 -1.2529 -0.7763 0.0 0.0 0.0 0.178
H -2.6059 -0.1002 -1.2542 0.0 -0.1 0.1 0.050
H -3.4086 -0.2049 0.3792 0.1 0.0 -0.1 0.045
H -0.2049 -1.6068 0.5396 0.0 0.0 -0.1 0.152
H 2.9945 0.6014 0.0599 -0.1 -0.1 -0.1 0.078
H 2.4315 -0.2187 -1.4046 0.0 0.0 0.2 0.082
H 2.6019 -1.1276 0.0984 0.0 0.1 -0.1 0.080
H 0.9503 2.1945 0.9386 -0.1 -0.1 0.0 0.110